Entry 1:
C38H70BBr2F8N2O16S5Si | the ωB97M-V functional and the def2-TZVPD basis

**Highest occupied orbital energy**: -11.3 eV
**Net charge**: +1
**E_LUMO**: -3.3 eV
**E**: -300829.989 eV
**HOMO-LUMO gap**: 7.995 eV

Last column: Löwdin charge in e.
Atoms and positions in Å:
C (4.315, 1.601, 2.074)  -0.002
C (2.921, 1.117, 2.324)  -0.347
F (2.816, 0.743, 3.686)  -0.037
C (2.530, -0.131, 1.526)  -0.026
C (1.207, 0.031, 0.808)  -0.349
F (1.441, 1.100, -0.048)  0.075
N (0.100, 0.506, 1.706)  0.207
C (-1.067, -0.395, 1.795)  -0.218
C (-2.119, 0.257, 2.672)  -0.091
O (-1.976, 1.683, 2.479)  0.027
C (-2.559, 2.451, 3.447)  -0.666
F (-2.712, 3.695, 2.960)  0.184
F (-3.753, 1.960, 3.824)  0.181
F (-1.762, 2.504, 4.534)  0.166
C (-0.654, -1.838, 2.159)  -0.261
C (0.119, -1.763, 3.506)  -0.030
B (0.351, -3.058, 4.424)  -0.671
O (1.607, -3.574, 4.537)  0.192
O (-0.613, -3.642, 5.206)  0.161
Si (-2.270, -2.856, 2.432)  0.645
C (-3.179, -2.357, 4.027)  -0.143
C (-3.528, -2.560, 1.031)  -0.139
C (-2.003, -4.716, 2.598)  -0.132
C (0.232, -2.331, 0.923)  -0.298
C (-0.496, -3.388, 0.106)  -0.148
C (0.214, -3.824, -1.218)  -0.199
C (0.091, -5.307, -1.476)  -0.808
F (0.581, -6.051, -0.451)  0.024
Br (-1.802, -5.733, -1.715)  0.869
C (0.859, -5.762, -2.741)  -0.916
F (2.181, -5.610, -2.505)  0.060
F (0.616, -7.075, -2.975)  0.034
Br (0.389, -4.759, -4.335)  0.852
O (1.460, -2.864, 1.513)  -0.117
N (1.899, -4.213, 1.211)  0.067
O (1.479, -4.967, 1.975)  0.145
C (0.735, -1.160, 0.005)  -0.113
C (-0.126, -0.825, -1.229)  -0.101
C (-0.908, 0.503, -1.370)  -0.183
C (-0.438, 1.358, -2.571)  -0.193
C (-0.530, 0.622, -3.907)  -0.206
S (-2.082, -0.187, -4.258)  0.595
O (-2.285, -0.184, -5.667)  -0.258
O (-2.021, -1.470, -3.622)  -0.277
O (-3.234, 0.682, -3.602)  -0.123
H (4.353, 2.068, 1.096)  0.104
H (5.041, 0.807, 2.198)  0.101
H (4.516, 2.365, 2.816)  0.071
H (2.196, 1.921, 2.214)  0.141
H (2.610, -0.988, 2.177)  0.120
H (3.268, -0.267, 0.743)  0.147
H (0.475, 0.697, 2.642)  0.177
H (-0.175, 1.434, 1.371)  0.179
H (-1.574, -0.480, 0.839)  0.132
H (-3.115, -0.021, 2.348)  0.136
H (-2.052, 0.033, 3.731)  0.117
H (1.095, -1.298, 3.399)  0.085
H (-0.405, -1.070, 4.168)  0.112
H (2.239, -3.094, 4.002)  0.091
H (-0.413, -3.552, 6.138)  0.124
H (-3.476, -3.239, 4.581)  0.045
H (-2.547, -1.784, 4.697)  0.025
H (-4.077, -1.794, 3.794)  0.036
H (-4.486, -2.280, 1.453)  0.039
H (-3.207, -1.816, 0.303)  0.026
H (-3.664, -3.492, 0.493)  0.034
H (-2.506, -5.223, 1.779)  0.039
H (-2.406, -5.103, 3.525)  0.046
H (-0.958, -5.016, 2.568)  0.027
H (-1.442, -2.987, -0.230)  0.088
H (-0.639, -4.305, 0.657)  0.070
H (1.264, -3.541, -1.210)  0.128
H (-0.239, -3.343, -2.073)  0.062
H (1.665, -1.564, -0.377)  0.154
H (-0.857, -1.587, -1.447)  0.082
H (0.533, -0.865, -2.089)  0.119
H (-0.883, 1.161, -0.508)  0.095
H (-1.958, 0.287, -1.532)  0.097
H (-1.064, 2.251, -2.597)  0.116
H (0.573, 1.696, -2.375)  0.119
H (-0.341, 1.297, -4.733)  0.114
H (0.217, -0.160, -3.938)  0.105
H (-2.886, 1.434, -3.107)  0.080
C (1.595, 3.890, 6.386)  -0.213
C (2.902, 3.201, 6.805)  -0.196
C (3.945, 3.499, 5.721)  -0.204
S (3.476, 5.078, 4.997)  0.676
O (3.107, 4.866, 3.614)  -0.335
O (4.446, 6.072, 5.372)  -0.323
C (1.989, 5.302, 5.967)  -0.218
H (0.869, 3.906, 7.197)  0.119
H (1.146, 3.361, 5.540)  0.103
H (3.237, 3.609, 7.760)  0.099
H (2.772, 2.128, 6.934)  0.116
H (4.949, 3.588, 6.130)  0.106
H (3.930, 2.753, 4.930)  0.068
H (1.241, 5.810, 5.363)  0.108
H (2.251, 5.910, 6.833)  0.107
C (5.939, 8.106, 8.886)  -0.211
C (6.742, 7.703, 10.133)  -0.209
C (6.090, 6.434, 10.705)  -0.214
S (5.338, 5.592, 9.305)  0.659
O (3.902, 5.578, 9.475)  -0.333
O (6.051, 4.369, 9.023)  -0.330
C (5.749, 6.823, 8.085)  -0.237
H (6.448, 8.869, 8.300)  0.118
H (4.969, 8.505, 9.188)  0.120
H (7.775, 7.493, 9.850)  0.117
H (6.762, 8.499, 10.876)  0.115
H (6.812, 5.765, 11.165)  0.103
H (5.298, 6.667, 11.413)  0.105
H (4.950, 6.869, 7.353)  0.070
H (6.676, 6.513, 7.605)  0.116
C (-2.290, -0.141, -9.104)  -0.227
C (-1.648, -0.794, -10.336)  -0.207
C (-1.825, 0.177, -11.512)  -0.210
S (-1.899, 1.824, -10.795)  0.662
O (-3.212, 2.373, -11.023)  -0.321
O (-0.714, 2.565, -11.141)  -0.326
C (-1.795, 1.299, -9.086)  -0.236
H (-2.028, -0.661, -8.185)  0.093
H (-3.379, -0.157, -9.200)  0.116
H (-0.585, -0.956, -10.149)  0.122
H (-2.092, -1.762, -10.552)  0.071
H (-0.996, 0.138, -12.213)  0.103
H (-2.762, 0.009, -12.040)  0.103
H (-2.396, 1.963, -8.469)  0.105
H (-0.748, 1.355, -8.790)  0.105
C (-6.145, -3.611, -9.520)  -0.215
C (-5.338, -3.890, -8.244)  -0.212
C (-4.205, -4.854, -8.620)  -0.216
S (-3.840, -4.544, -10.353)  0.668
O (-4.171, -5.717, -11.115)  -0.307
O (-2.543, -3.922, -10.471)  -0.333
C (-5.116, -3.313, -10.606)  -0.223
H (-6.835, -2.780, -9.390)  0.117
H (-6.727, -4.493, -9.793)  0.121
H (-4.918, -2.956, -7.867)  0.112
H (-5.962, -4.310, -7.457)  0.113
H (-3.303, -4.683, -8.038)  0.099
H (-4.509, -5.895, -8.533)  0.104
H (-5.504, -3.404, -11.618)  0.112
H (-4.661, -2.333, -10.464)  0.095


Entry 2:
C38H71BClNO9S | the ωB97M-V functional and the def2-TZVPD basis

**Highest occupied orbital energy**: -7.7 eV
**SMILES**: COCc1cc(Cl)c2c(c1B(O)OC)Nc1cccc(CCCO)c1S2.CCOCC.CCOCC.CCOCC.CCOCC.CCOCC
**Net charge**: 0
**E_LUMO**: -0.2 eV
**E**: -84489.528 eV
**HOMO-LUMO gap**: 7.495 eV

Last column: Löwdin charge in e.
Atoms and positions in Å:
C (-1.886, 3.219, -3.749)  -0.098
O (-0.793, 3.785, -4.554)  -0.272
C (0.477, 3.150, -4.068)  -0.183
C (0.832, 3.632, -2.544)  -0.054
C (1.168, 5.262, -2.371)  0.005
C (1.589, 5.887, -0.916)  -0.514
Cl (2.028, 7.684, -0.594)  0.479
C (1.661, 4.859, 0.358)  -0.352
C (1.295, 3.229, 0.284)  -0.105
C (0.884, 2.663, -1.203)  0.037
B (0.540, 1.034, -1.412)  -0.418
O (-0.865, 0.635, -1.084)  0.014
O (1.582, 0.064, -1.872)  -0.068
C (2.843, 0.500, -1.239)  -0.099
N (1.373, 2.453, 1.568)  0.001
C (2.695, 2.577, 2.284)  -0.149
C (3.584, 1.254, 2.712)  -0.021
C (5.012, 1.483, 3.539)  -0.059
C (5.595, 3.005, 3.908)  -0.036
C (4.720, 4.329, 3.475)  -0.143
C (5.205, 5.904, 3.762)  -0.175
C (5.658, 6.656, 2.339)  -0.187
C (6.764, 5.777, 1.501)  -0.240
O (6.111, 4.979, 0.417)  -0.155
C (3.307, 4.084, 2.680)  -0.308
S (2.204, 5.522, 2.068)  0.798
H (-2.056, 3.926, -2.831)  0.112
H (-2.816, 3.112, -4.461)  0.111
H (-1.541, 2.157, -3.375)  0.094
H (0.510, 1.997, -4.255)  0.137
H (1.324, 3.616, -4.769)  0.146
H (1.128, 6.017, -3.291)  0.113
H (-1.238, 1.239, -0.358)  0.134
H (3.337, 1.371, -1.849)  0.117
H (3.596, -0.420, -1.287)  0.121
H (2.720, 0.810, -0.114)  0.078
H (1.017, 1.479, 1.508)  0.115
H (3.143, 0.203, 2.431)  0.085
H (5.631, 0.521, 3.844)  0.080
H (6.631, 3.114, 4.472)  0.090
H (6.118, 5.928, 4.518)  0.117
H (4.273, 6.506, 4.200)  0.114
H (4.743, 6.840, 1.617)  0.089
H (6.117, 7.738, 2.544)  0.120
H (7.448, 6.566, 0.925)  0.122
H (7.409, 5.094, 2.211)  0.121
H (6.663, 4.160, 0.212)  0.104
C (-6.760, 1.197, -1.576)  -0.082
C (-5.888, 1.266, -2.816)  -0.277
O (-4.553, 0.807, -2.602)  -0.171
C (-4.404, -0.547, -2.184)  -0.284
C (-4.954, -1.555, -3.179)  -0.075
H (-6.299, 1.749, -0.749)  0.083
H (-7.746, 1.625, -1.777)  0.078
H (-6.904, 0.167, -1.240)  0.066
H (-5.810, 2.312, -3.132)  0.117
H (-6.344, 0.725, -3.652)  0.106
H (-4.850, -0.688, -1.192)  0.098
H (-3.330, -0.720, -2.069)  0.108
H (-6.035, -1.452, -3.303)  0.066
H (-4.751, -2.574, -2.843)  0.077
H (-4.499, -1.409, -4.165)  0.085
C (-0.388, -3.426, 3.269)  -0.074
C (-0.766, -1.980, 3.532)  -0.269
O (-0.520, -1.115, 2.424)  -0.172
C (-1.216, -1.411, 1.218)  -0.267
C (-2.728, -1.359, 1.359)  -0.062
H (0.660, -3.500, 2.959)  0.084
H (-0.529, -4.028, 4.171)  0.070
H (-0.995, -3.865, 2.474)  0.063
H (-0.158, -1.603, 4.362)  0.112
H (-1.810, -1.896, 3.853)  0.111
H (-0.891, -2.379, 0.820)  0.109
H (-0.908, -0.656, 0.488)  0.078
H (-3.096, -2.121, 2.050)  0.070
H (-3.210, -1.523, 0.393)  0.059
H (-3.045, -0.386, 1.752)  0.088
C (0.861, -4.667, 7.709)  -0.081
C (0.043, -3.412, 7.464)  -0.278
O (-1.339, -3.670, 7.215)  -0.172
C (-2.062, -4.323, 8.254)  -0.278
C (-2.093, -3.542, 9.557)  -0.083
H (0.752, -5.367, 6.874)  0.081
H (1.919, -4.417, 7.823)  0.078
H (0.540, -5.188, 8.615)  0.066
H (0.431, -2.909, 6.571)  0.106
H (0.152, -2.700, 8.289)  0.108
H (-1.671, -5.335, 8.410)  0.106
H (-3.088, -4.438, 7.893)  0.118
H (-1.093, -3.429, 9.985)  0.065
H (-2.717, -4.051, 10.295)  0.077
H (-2.490, -2.534, 9.392)  0.084
C (-0.764, -6.671, -1.716)  -0.082
C (-0.953, -5.897, -0.424)  -0.284
O (-1.765, -6.574, 0.534)  -0.169
C (-1.293, -7.839, 0.988)  -0.278
C (0.060, -7.773, 1.676)  -0.081
H (-1.734, -6.928, -2.157)  0.084
H (-0.197, -6.078, -2.438)  0.079
H (-0.224, -7.607, -1.551)  0.066
H (-1.461, -4.953, -0.652)  0.114
H (0.011, -5.627, 0.020)  0.104
H (-1.280, -8.558, 0.161)  0.106
H (-2.032, -8.206, 1.707)  0.118
H (0.847, -7.447, 0.991)  0.066
H (0.340, -8.754, 2.066)  0.077
H (0.036, -7.056, 2.505)  0.077
C (-1.237, 3.352, -7.960)  -0.077
C (-0.739, 1.962, -7.607)  -0.277
O (-0.883, 1.018, -8.668)  -0.163
C (-0.189, 1.307, -9.877)  -0.280
C (1.319, 1.397, -9.706)  -0.085
H (-2.280, 3.315, -8.293)  0.084
H (-1.169, 4.014, -7.092)  0.063
H (-0.652, 3.798, -8.769)  0.067
H (-1.331, 1.580, -6.768)  0.116
H (0.300, 1.989, -7.264)  0.101
H (-0.588, 2.219, -10.335)  0.105
H (-0.413, 0.488, -10.567)  0.117
H (1.603, 2.227, -9.053)  0.064
H (1.806, 1.548, -10.671)  0.075
H (1.710, 0.479, -9.252)  0.082


Which of these has the lowest E? C38H70BBr2F8N2O16S5Si